(1)
Molecular formula: C26H50BBrN4O12PS2
Method: DFT, wB97M-V/def2-TZVPD

```
97
Properties=species:S:1:pos:R:3:forces:R:3
C 6.5378 1.7962 -1.3521 -0.114 -0.076 -0.090
C 5.7363 0.7335 -2.1419 0.915 0.958 -0.649
C 4.7893 1.4643 -3.1508 0.246 0.387 0.654
N 3.3691 1.4696 -2.7869 1.137 -1.042 -0.554
B 2.6565 0.1287 -2.9928 -1.618 1.362 -0.419
C 2.9119 -0.6419 -4.3997 1.380 -0.227 0.279
N 2.9167 0.2877 -5.5568 -0.402 -0.386 -0.478
C 1.6597 0.1819 -6.3277 0.597 1.383 0.585
O 1.1912 0.5368 -3.0731 -0.416 -0.897 -0.105
C 0.5176 -0.5532 -2.5200 -0.607 0.763 0.094
C 1.3722 -0.6983 -1.1542 -2.152 1.101 -1.710
C 0.9273 0.5793 -0.3903 -0.225 -0.723 1.367
C 0.9293 0.4547 1.1558 0.246 0.677 -0.026
C 1.1300 1.8650 1.7634 0.418 -1.002 -0.045
S -0.3297 2.9381 1.5860 0.290 0.261 -0.038
C -0.4804 3.5128 -0.0889 0.059 -0.583 -0.667
S -1.9374 3.3311 -0.8045 -0.062 0.264 0.389
N 0.5701 4.1057 -0.7993 -0.508 -0.125 0.668
C 0.4025 4.8157 -1.9682 -0.313 0.669 -1.605
C 1.6114 5.2073 -2.3968 0.559 -0.442 0.993
N 2.5675 4.7626 -1.4748 0.977 0.866 -1.214
C 1.9408 4.1339 -0.5685 -0.213 -0.405 0.804
P 0.8203 -2.3620 -0.5790 1.345 -1.154 -0.715
O 1.4785 -2.6615 0.9314 -0.591 0.500 -0.072
Br -1.4225 -2.2006 -0.1427 0.250 0.462 0.301
O 2.6458 -0.6918 -1.7194 0.374 -0.956 1.281
H 7.2265 2.3271 -2.0238 -0.144 -0.154 0.013
H 5.8665 2.5748 -0.9638 0.126 -0.254 0.244
H 7.1569 1.3637 -0.5563 -0.247 0.114 0.042
H 5.2202 0.0321 -1.4826 -0.101 0.083 -0.209
H 6.4909 0.2071 -2.7463 -0.272 -0.366 0.303
H 4.9850 1.0691 -4.1531 -0.513 -0.038 0.089
H 5.1163 2.5206 -3.1742 0.093 -0.233 -0.128
H 3.3669 1.6487 -1.7851 -0.266 0.226 -0.110
H 2.1595 -1.4152 -4.6092 0.029 0.120 0.346
H 3.8778 -1.1903 -4.3805 -0.207 0.088 -0.154
H 2.9036 1.2490 -5.2261 0.211 -0.190 0.308
H 1.7687 0.9004 -7.1542 -0.245 -0.472 -0.199
H 1.4684 -0.8330 -6.6802 0.019 0.146 0.007
H 0.8563 0.5840 -5.6857 -0.325 -0.601 -0.305
H 0.4966 -1.4747 -3.1329 0.563 0.069 0.081
H -0.5434 -0.2743 -2.4198 0.177 -0.122 0.486
H -0.1079 0.7945 -0.6751 0.205 0.028 -0.055
H 1.5047 1.4624 -0.6685 0.218 -0.380 -0.289
H 1.7346 -0.1955 1.5234 0.031 0.223 -0.183
H -0.0056 0.0167 1.5313 0.086 0.114 -0.163
H 1.3116 1.7865 2.8435 -0.321 0.250 -0.106
H 2.0499 2.2639 1.3339 -0.260 0.163 0.159
H -0.4917 5.0450 -2.5232 -0.391 -0.509 0.670
H 1.8534 5.7574 -3.2918 0.101 -0.037 0.136
H 2.4307 3.6597 0.2661 -0.302 0.115 -0.020
H 0.7899 -2.8218 1.5890 0.119 -0.084 -0.019
C -3.5315 4.4187 -9.6178 -0.198 -0.096 0.129
C -2.0839 4.2479 -9.2049 -0.092 0.110 -0.397
O -1.9682 3.9467 -7.8115 0.120 0.029 0.013
C -2.2458 2.6823 -7.4740 -0.032 0.014 0.135
O -2.5630 1.8035 -8.2344 0.008 0.035 -0.046
O -2.1255 2.5729 -6.1556 -0.002 0.013 -0.053
C -2.4774 1.2869 -5.6372 -0.022 -0.314 0.292
H -4.0229 5.1609 -8.9860 0.078 0.081 -0.057
H -3.5976 4.7429 -10.6574 0.037 0.013 0.015
H -4.0845 3.4859 -9.5113 0.090 -0.041 -0.061
H -1.5447 5.1821 -9.3571 0.054 -0.011 0.238
H -1.5853 3.4830 -9.8010 -0.070 -0.112 0.115
H -1.9327 0.4937 -6.1445 -0.040 0.062 -0.102
H -3.5524 1.1297 -5.7276 0.031 -0.029 -0.138
H -2.2086 1.2716 -4.5842 0.111 0.247 -0.049
C -2.0852 -6.5168 6.5686 -0.082 0.235 0.009
C -0.9661 -6.6999 5.5634 -0.086 -0.324 0.384
O -1.0471 -5.7346 4.5069 0.120 -0.022 -0.081
C -0.6112 -4.5139 4.8094 -0.197 -0.041 -0.062
O -0.1497 -4.1666 5.8685 0.100 -0.051 -0.126
O -0.7900 -3.7343 3.7457 0.102 -0.003 0.000
C -0.4468 -2.3628 3.9584 0.085 0.345 -0.049
H -3.0536 -6.5248 6.0660 0.024 -0.110 -0.016
H -2.0671 -7.3169 7.3099 0.022 -0.020 -0.040
H -2.0014 -5.5634 7.0889 0.055 -0.032 0.019
H -1.0545 -7.6752 5.0871 -0.004 0.133 -0.231
H 0.0137 -6.6582 6.0404 -0.012 0.180 -0.029
H 0.5647 -2.2647 4.3495 -0.049 -0.075 0.102
H -1.1632 -1.8983 4.6354 0.071 -0.027 0.070
H -0.5004 -1.8602 2.9950 -0.160 -0.159 -0.057
C -5.9151 -0.8594 9.0189 0.194 0.128 -0.128
C -5.7135 -2.2920 9.4667 -0.350 0.268 0.167
O -4.6585 -2.9273 8.7346 0.000 -0.157 0.044
C -3.4200 -2.6027 9.1149 -0.007 0.045 -0.159
O -3.1287 -1.8521 10.0102 -0.020 -0.043 0.041
O -2.5646 -3.2439 8.3209 -0.019 -0.032 0.064
C -1.1878 -2.9243 8.5526 0.393 -0.039 0.089
H -6.0684 -0.8156 7.9394 -0.110 -0.058 0.027
H -6.7822 -0.4218 9.5150 -0.006 -0.043 -0.001
H -5.0424 -0.2481 9.2468 -0.018 -0.042 0.104
H -6.6128 -2.8718 9.2631 0.149 -0.150 -0.141
H -5.5216 -2.3535 10.5385 0.176 0.029 -0.046
H -0.9236 -3.0575 9.6005 -0.152 0.142 0.039
H -0.9846 -1.9018 8.2365 -0.037 0.028 0.118
H -0.5923 -3.5998 7.9499 -0.207 -0.038 -0.119
```
Positions in Å, forces in eV/Å.

The value obtained for the total energy is -159985.0825 eV. Its net charge is -1.

***

(2)
Molecular formula: C26H50BiP2Si
Method: DFT, wB97M-V/def2-TZVPD

```
80
Properties=species:S:1:pos:R:3:forces:R:3
Bi 0.6077 0.3127 -0.7054 -0.347 -1.586 4.478
C -0.5651 0.4328 2.4608 0.318 -0.952 -0.698
C -1.4434 -0.5927 2.0039 1.232 0.016 -0.299
C 0.7038 -1.4613 2.0746 -0.347 1.466 -0.228
C 0.7640 -0.1104 2.5224 -0.620 -0.951 -0.864
C -0.6599 -1.7534 1.7408 0.205 1.215 -0.141
C -0.9475 1.8243 2.8092 -0.183 0.508 0.377
H -1.8681 2.1273 2.2822 0.296 0.003 0.187
H -0.1476 2.5442 2.5598 -0.340 -0.202 0.106
H -1.1478 1.9266 3.8915 0.011 0.096 -0.331
C 1.9950 0.6063 2.9531 0.257 0.095 0.411
H 1.7710 1.6695 3.1043 0.246 -0.153 -0.004
H 2.8161 0.5209 2.2218 -0.142 0.040 0.201
H 2.3763 0.2061 3.9085 -0.013 0.213 -0.253
C 1.8524 -2.3984 1.9532 0.188 -0.405 0.292
H 2.0828 -2.8669 2.9259 0.067 0.030 -0.310
H 2.7732 -1.9034 1.6083 -0.194 -0.115 0.085
H 1.6030 -3.2054 1.2519 0.243 0.081 0.138
C -1.1571 -3.0460 1.2070 -0.204 -0.565 -0.011
H -1.3625 -3.7638 2.0226 0.001 0.124 -0.333
H -0.4160 -3.5204 0.5389 -0.321 0.096 0.221
H -2.0986 -2.9114 0.6485 0.281 -0.129 0.149
C -2.9121 -0.4758 1.8074 -0.451 -0.069 0.195
H -3.4544 -0.8466 2.6929 -0.048 0.122 -0.284
H -3.2561 -1.0767 0.9492 -0.006 0.215 0.194
H -3.2209 0.5705 1.6603 0.000 -0.274 -0.031
C -2.3587 4.0565 -5.1640 -0.257 0.458 0.500
C -3.3798 4.1704 -4.2994 0.586 0.719 -0.462
C -4.8171 3.8121 -4.5130 -0.399 -0.405 0.095
C -5.0967 2.6712 -5.5157 -0.554 0.288 -0.191
C -4.3140 1.4154 -5.2819 0.361 -0.521 -0.252
C -3.0856 1.1352 -5.7462 -0.874 -0.326 -0.118
C -2.2151 1.9738 -6.6345 0.323 0.191 -0.040
C -2.4244 3.4985 -6.5519 0.197 -0.003 -0.573
H -5.3970 4.6912 -4.8460 0.320 -0.141 0.176
H -4.9456 3.0393 -6.5381 -0.200 -0.205 0.356
H -5.2390 3.5482 -3.5284 0.025 -0.010 -0.281
H -3.3680 3.7645 -7.0403 0.398 0.019 0.115
H -1.3883 4.5074 -4.9155 -0.348 -0.266 0.242
H -3.2093 4.7112 -3.3611 0.125 -0.086 -0.355
H -1.6268 3.9735 -7.1488 -0.320 -0.171 0.169
H -1.1677 1.7325 -6.3815 -0.205 0.160 -0.160
H -2.6613 0.1447 -5.5373 -0.305 0.197 -0.089
H -2.3386 1.6760 -7.6908 0.007 -0.073 0.369
H -6.1685 2.4194 -5.4351 0.388 0.145 -0.080
H -4.8822 0.6388 -4.7552 0.491 0.148 0.054
P -0.6902 2.2103 -1.8808 -0.335 -0.099 -0.847
C 0.3135 3.7190 -1.9055 0.118 0.425 -0.550
C -2.3741 2.6912 -1.3847 -0.046 0.133 0.328
P -0.7680 -0.5606 -2.7209 -0.268 0.853 -0.678
C -0.9567 1.1906 -3.4489 -0.143 -0.083 0.074
C -2.4953 -1.1218 -2.5982 -0.010 -0.330 0.123
C 0.1263 -1.8280 -3.6507 0.069 -0.052 -0.675
H 1.3849 3.4473 -1.8456 -0.580 0.182 -0.163
H 0.0617 4.3190 -1.0078 0.030 -0.355 -0.489
H 0.1067 4.2996 -2.8184 0.211 0.035 0.402
H -2.8499 3.2031 -2.2396 0.243 -0.328 0.454
H -2.2901 3.3884 -0.5319 -0.124 -0.347 -0.310
H -2.9872 1.8258 -1.0791 0.370 0.298 -0.115
H -0.1584 -1.7700 -4.7118 0.255 -0.302 0.221
H -0.1475 -2.8192 -3.2388 0.049 0.537 -0.189
H 1.2166 -1.6924 -3.5252 -0.583 -0.009 -0.173
H -0.2417 1.4168 -4.2499 0.078 -0.091 0.319
H -1.9729 1.3402 -3.8719 0.582 0.028 0.351
H -2.4813 -2.1969 -2.3473 -0.141 0.461 -0.077
H -2.9649 -0.9657 -3.5856 0.084 -0.134 0.447
H -3.0612 -0.5824 -1.8194 0.325 -0.175 -0.330
C 4.0352 1.7455 -0.4568 -0.399 0.099 0.136
Si 3.1619 0.4818 -1.5425 0.883 0.241 -0.684
C 3.0648 1.0193 -3.3392 0.143 0.097 -0.261
C 4.0157 -1.1792 -1.3290 -0.462 -0.180 0.108
H 3.3695 2.6015 -0.2773 0.295 -0.056 0.109
H 4.9529 2.1213 -0.9323 -0.244 -0.171 0.013
H 4.3083 1.3035 0.5144 -0.157 0.197 -0.304
H 2.5330 1.9830 -3.3997 0.128 -0.288 -0.103
H 2.5044 0.2687 -3.9200 0.144 0.289 0.088
H 4.0485 1.1489 -3.8198 -0.272 -0.055 0.185
H 4.2830 -1.3363 -0.2714 -0.164 -0.027 -0.380
H 3.3329 -1.9815 -1.6449 0.315 -0.014 0.148
H 4.9345 -1.2573 -1.9297 -0.278 0.186 0.104
```
Positions in Å, forces in eV/Å.

For the energy relative to the best compared isomer or geometry (same formula, charge and spin), the calculation gives 0.0 kJ/mol. The value obtained for the total energy is -60059.5640 eV. Its net charge is +1.

***

(3)
Molecular formula: C26H50Br4N6O2
Method: DFT, wB97M-V/def2-TZVPD

```
88
Properties=species:S:1:pos:R:3:forces:R:3
C -1.2492 5.6655 -4.5335 0.198 -0.263 -1.078
N -0.7969 5.2780 -3.2480 0.660 1.065 1.487
C -0.6513 3.8666 -2.9440 0.325 0.383 0.468
C -0.4965 6.2465 -2.3287 0.389 -1.016 0.873
O -0.2099 6.0091 -1.1656 -0.061 0.116 -0.476
H -0.4373 5.5794 -5.2556 0.043 -0.073 -0.330
H -1.5769 6.7048 -4.5594 -0.223 -0.174 0.149
H -2.0341 4.9747 -4.8414 -0.263 0.295 -0.180
H -0.0230 3.6864 -2.0716 -0.187 0.582 0.237
H -1.6404 3.4733 -2.7091 0.095 -0.594 -0.431
H -0.0781 3.3831 -3.7350 -0.667 -0.229 -0.406
H -0.4713 7.2829 -2.6994 -0.338 -0.133 -0.313
C -0.7974 -5.3198 7.0587 -0.303 -0.551 -2.319
N -0.9099 -5.3442 5.5409 -1.531 0.094 1.102
C 0.2698 -5.4447 4.7622 0.940 -0.244 -0.743
C -2.1217 -5.2221 4.9402 -0.456 1.061 -1.627
O -2.3882 -5.0870 3.7178 1.121 -0.691 3.020
H -1.7550 -5.2030 7.5660 -0.103 0.557 -0.467
H -0.1144 -4.4903 7.2415 0.121 -0.493 0.750
H -0.5259 -6.3420 7.3222 0.915 0.345 0.427
H 0.0362 -5.9752 3.8391 0.016 -0.064 0.028
H 0.6896 -4.4866 4.4558 -0.067 0.283 0.131
H 1.0543 -5.9846 5.2924 -0.097 -0.094 0.082
H -2.8654 -5.1410 5.7480 -0.541 -0.138 -0.448
Br 5.4349 -5.5037 1.2687 0.394 0.519 0.794
C 6.9348 -5.1970 2.5723 0.309 -0.753 -0.884
C 7.0733 -6.5257 3.2941 -0.379 -0.736 1.114
Br 8.6963 -6.7104 4.4384 -0.550 0.305 -0.658
H 6.8257 -4.3297 3.2234 -0.686 -0.274 -0.029
H 7.7525 -4.9491 1.8955 0.099 -0.394 0.196
H 6.9638 -7.4559 2.7366 0.838 0.502 -0.821
H 6.2614 -6.7273 3.9928 -0.040 0.840 0.280
Br -2.9887 0.3288 -7.0011 -0.183 0.151 -0.030
C -2.0618 -1.2343 -7.6681 0.979 -0.199 0.938
C -1.2980 -1.8626 -6.4799 -0.761 -0.220 -0.942
Br -0.4956 -3.5131 -7.2270 0.043 0.513 0.461
H -1.2832 -0.8797 -8.3435 -0.484 -0.062 -0.318
H -2.7775 -1.9096 -8.1369 0.177 0.194 0.098
H -1.9509 -2.1722 -5.6638 0.115 0.036 -0.154
H -0.5416 -1.1589 -6.1324 0.121 -0.401 -0.027
C -0.3015 -0.7089 -1.6356 -0.044 -0.728 0.762
C 0.9486 -1.5206 -1.9123 0.240 1.431 0.136
C 1.5035 -2.3922 -0.7896 -0.225 -0.462 0.841
C 1.6764 -1.8315 0.5908 1.029 2.536 1.819
N 1.8455 -1.3008 1.6332 -0.692 -1.895 -3.218
H -1.0738 -1.3459 -1.2045 -0.407 0.051 -0.374
H -0.6195 -0.1982 -2.5446 -0.216 0.039 0.237
H -0.0519 -0.0103 -0.8370 -0.152 0.355 -0.168
H 1.6730 -0.7254 -2.0879 0.576 -0.216 -0.168
H 0.9035 -2.0627 -2.8568 -0.130 -0.407 0.261
H 2.4420 -2.7523 -1.2110 0.193 -0.296 0.716
H 0.8752 -3.2381 -0.5105 -0.196 -0.408 -0.837
C -4.4374 3.4807 -0.1882 1.203 1.784 -0.200
C -5.5939 4.2014 -0.8840 -1.453 -0.137 -1.514
C -5.7775 3.7767 -2.4049 0.216 -0.128 1.876
C -6.9043 4.3898 -3.1050 3.490 -1.820 2.452
N -7.7319 4.8367 -3.7061 -3.330 1.825 -2.262
H -4.3841 3.7578 0.8646 -0.737 -0.900 0.330
H -3.4643 3.9154 -0.4164 0.122 0.426 -0.866
H -4.2412 2.4420 -0.4542 -0.877 -0.192 0.430
H -5.6821 5.2864 -0.9397 1.087 0.196 0.766
H -6.5477 3.9474 -0.4215 0.020 -0.304 0.250
H -5.9822 2.7172 -2.2516 0.343 -0.231 -1.058
H -4.8561 4.0325 -2.9282 -0.045 -0.513 -0.205
C -2.1839 -0.3393 5.1683 0.553 0.496 -0.505
C -2.7887 0.3684 3.9232 -0.338 0.478 1.121
C -3.5281 -0.6336 3.0032 -0.263 -0.498 0.696
C -4.4760 -1.5386 3.7257 0.505 0.426 0.393
N -5.2356 -2.1680 4.3178 0.209 0.125 -0.252
H -1.3418 -0.9230 4.7964 -0.380 -0.877 0.011
H -2.9093 -0.8887 5.7684 0.078 -0.296 -0.381
H -1.6305 0.2772 5.8766 -0.449 0.799 -0.135
H -2.0064 0.9542 3.4408 0.270 -0.703 -0.631
H -3.4402 1.2044 4.1776 -0.563 -0.330 0.466
H -2.7759 -1.2686 2.5352 -0.219 -0.028 -0.359
H -4.2137 -0.1801 2.2874 0.616 0.363 -0.400
C 6.5054 3.5640 -2.2909 -1.370 0.787 0.239
C 5.3638 2.7696 -1.6170 2.248 -1.249 1.029
C 4.9173 3.2231 -0.1999 -0.135 -0.126 -1.516
C 5.9855 3.0912 0.7974 1.234 0.108 1.492
N 6.7979 2.9791 1.6277 -1.531 0.191 -1.737
H 7.3936 3.8033 -1.7062 -0.040 -0.768 0.356
H 6.0851 4.5582 -2.4431 0.095 0.196 -0.782
H 6.7771 3.0712 -3.2243 0.061 0.313 -0.001
H 5.8127 1.8080 -1.3682 -0.056 -0.498 -0.366
H 4.5497 2.5159 -2.2959 -0.172 0.610 0.141
H 4.1322 2.5052 0.0375 -0.236 0.413 0.489
H 4.5390 4.2404 -0.3000 -0.111 0.019 0.671
```
Positions in Å, forces in eV/Å.

For the energy relative to the best compared isomer or geometry (same formula, charge and spin), the calculation gives 0.0 kJ/mol. The value obtained for the total energy is -320974.8224 eV. As for the SMILES: CN(C)C=O.CN(C)C=O.BrCCBr.BrCCBr.CCCC#N.CCCC#N.CCCC#N.CCCC#N.